Entry 1:
DFT (ωB97M-V with the def2-TZVPD basis set) results for 2 unconnected molecules or ions with the total composition C6H11NO in a non-equilibrium geometry.

```
19
Properties=species:S:1:pos:R:3:mulliken_charge:R:1
O 2.71131 0.17767 1.06008 -0.675
N -0.52955 0.54542 1.36325 -0.001
C -1.35730 -1.61563 0.46273 -1.341
C 0.34491 1.58865 -0.37165 -0.449
C -0.25446 -0.18259 -2.23554 -1.271
C -0.27188 0.38644 -0.85028 1.013
C -0.82443 -0.21630 0.25007 0.019
C 0.17575 1.65878 0.97859 -0.844
H -1.97605 -1.85837 -0.39802 0.358
H 2.72496 -0.41201 1.83005 0.292
H 0.72765 -0.60061 -2.46135 0.280
H -1.92698 -1.68714 1.38364 0.393
H -0.93507 -1.03047 -2.33566 0.315
H -0.92714 0.34924 2.26374 0.197
H -0.58353 0.57137 -2.94347 0.327
H 0.52021 2.39488 1.62124 0.352
H 1.07822 2.13355 -0.93956 0.376
H -0.49234 -2.27497 0.53751 0.234
H 1.79571 0.07207 0.78463 0.424
```

Results
DFT total energy ... -9937.753 eV
Structure (SMILES) ... Cc1cc[nH]c1C.O
LUMO ... 0.785 eV
HOMO-LUMO gap ... 8.84 eV
Highest occupied orbital energy ... -0.2959 hartree

***

Entry 2:
DFT (ωB97M-V with the def2-TZVPD basis set) results for a gas-phase ion, C4H12N3O (charge +1) in a non-equilibrium geometry.

```
20
Properties=species:S:1:pos:R:3:mulliken_charge:R:1
O -0.54251 -1.15679 -0.57244 -0.395
N 1.13897 -2.20792 0.43184 -0.328
N -0.25542 1.01090 0.24624 0.081
N 1.10070 0.62378 0.42372 -0.600
C 2.01655 1.54079 -0.33424 -0.939
C 0.78111 -1.23271 -0.39743 0.308
C -2.62026 -0.02841 -0.02833 -1.399
C -1.14348 -0.23500 0.28574 0.090
H -1.08691 -0.61274 1.33238 0.334
H -0.73629 1.53081 0.98053 0.351
H 0.37702 -2.69411 0.84319 0.243
H 2.07121 2.54217 0.25983 0.289
H -3.07093 -0.91993 -0.13424 0.449
H 1.74304 1.74780 -1.34537 0.447
H 2.08799 -2.35197 0.76308 0.232
H 1.34305 -1.04369 -1.41871 0.321
H -2.81085 0.27665 -1.05489 0.370
H -0.29710 1.44962 -0.78156 0.425
H 2.99561 1.13501 -0.28290 0.346
H -3.09150 0.62572 0.78357 0.373
```

Results
DFT total energy ... -10850.508 eV
LUMO ... -2.950 eV
Total charge ... +1
HOMO-LUMO gap ... 10.02 eV
Highest occupied orbital energy ... -0.4767 hartree

***

Entry 3:
DFT (ωB97M-V with the def2-TZVPD basis set) results for 8 unconnected molecules or ions with the total composition C9H34N8O8 in a non-equilibrium geometry.

```
59
Properties=species:S:1:pos:R:3:mulliken_charge:R:1
O 0.11807 1.35025 3.56653 -0.588
O -4.40693 -2.21075 1.81853 -0.584
O -3.40293 -4.66775 -0.48647 -0.639
O -1.62793 2.47725 -3.05847 -0.731
O 0.66107 4.17325 1.64353 -0.791
O 1.98707 0.25825 -1.65747 -0.410
O 1.71607 -2.15975 0.36753 -0.529
O -0.57293 -0.95375 -4.96247 -0.573
N 3.37007 0.11925 0.29453 -0.446
N 3.80807 1.67925 -1.12147 -0.498
N -4.62093 -2.50375 -0.91947 -0.483
N 2.32407 3.63225 0.05453 -0.437
N 1.40707 2.02025 1.11453 0.103
N -0.33593 1.93725 -1.10347 0.163
N -2.47293 -2.64375 -1.37747 -0.074
N 0.42807 3.55625 -2.27647 -0.211
C 0.91907 -0.84875 3.19053 -0.086
C 0.45507 -1.69275 -0.01947 -0.378
C -3.52993 -3.32375 -0.92847 0.309
C 1.09707 0.43425 3.96453 -0.554
C 3.07607 0.60725 -0.88247 0.092
C -3.15793 -2.32075 2.50053 -0.413
C 1.43507 3.27025 0.93253 0.794
C -0.68093 -0.57675 -3.55647 -0.444
C -0.49593 2.68525 -2.16247 0.423
H 2.44907 4.58425 -0.06547 0.160
H -0.10693 -1.25575 3.33653 0.062
H 3.56407 2.04225 -2.13547 0.369
H 1.82707 -3.01775 0.02553 0.310
H 3.02807 2.91825 -0.40447 0.467
H -0.30693 -1.90775 0.65453 0.253
H 2.04307 0.90325 3.93553 0.352
H 4.20207 0.38425 0.82853 0.171
H 0.24907 2.23225 3.93253 0.331
H -1.44893 -0.90575 -5.28647 0.330
H -1.67693 -0.60175 -3.33247 0.465
H 0.21707 -2.06075 -0.99447 0.447
H -1.02193 1.13925 -0.81647 0.116
H 1.57807 -1.65875 3.49053 0.385
H 0.38607 2.07325 -0.42147 -0.179
H 1.08207 -0.56075 2.17153 -0.267
H 0.82407 1.55725 1.84453 -0.028
H -2.17593 -1.68975 -1.18047 0.060
H 1.20607 3.63425 -1.58347 0.217
H -2.36593 -1.80075 2.03953 -0.054
H -5.52093 -3.02175 -0.86147 0.276
H -3.18293 -1.87075 3.47653 0.346
H -4.66893 -1.46575 -1.09747 0.256
H -0.19693 0.37125 -3.39147 0.153
H 0.46907 4.14125 -3.09947 0.226
H -0.20093 -1.24875 -2.89847 0.099
H 0.56207 -0.64675 -0.03647 -0.088
H -3.00693 -3.38075 2.57553 0.336
H 4.83907 1.65625 -1.00647 0.251
H -4.22093 -2.43575 0.78653 0.478
H 2.17907 1.37425 0.79653 -0.121
H 2.77007 -0.72975 0.46153 0.235
H -1.68693 -3.20975 -1.68747 0.208
H 0.81707 0.15925 5.00853 0.362
```

Results
DFT total energy ... -38180.080 eV
Structure (SMILES) ... NC(N)=O.NC(N)=O.NC(N)=O.NC(N)=O.CCO.CO.CO.CO
LUMO ... -0.498 eV
HOMO-LUMO gap ... 7.96 eV
Highest occupied orbital energy ... -0.3110 hartree